Entry 1:
The following is a DFT calculation (ωB97M-V/def2-TZVPD) of 4 unconnected molecules or ions with the total composition C2H12O3S.

Calculated values
electronic energy = -707.259193 Eh

Positions of all 18 atoms, in Å:
1 C -2.22635 -1.78550 1.81764
2 C -1.06473 -0.75020 1.98223
3 S 0.63855 -1.28268 1.82192
4 H -2.69780 -1.50846 0.83388
5 H -2.03335 -2.84654 1.98563
6 H -3.06125 -1.42892 2.44213
7 H -1.18414 -0.50818 3.09310
8 H -1.39076 0.06616 1.37797
9 H 0.23988 -2.43950 1.27065
10 O 0.82055 1.52164 -3.17976
11 H -0.01313 1.25622 -3.56677
12 H 1.14591 0.81719 -2.60130
13 O -0.89006 1.87993 -0.57953
14 H -0.40678 2.53510 -1.10116
15 H -1.60339 2.44725 -0.26107
16 O 4.71778 0.42252 -2.08258
17 H 4.81213 0.36723 -1.12276
18 H 4.19697 1.23672 -2.13023

Entry 2:
The following is a DFT calculation (ωB97M-V/def2-TZVPD) of C17H21N5S in the gas phase.

Calculated values
electronic energy = -1332.396398 Eh

Positions of all 44 atoms, in Å:
1 C 3.08756 -3.49881 -0.25857
2 C 1.71816 -3.01052 -0.62612
3 C 0.72082 -3.91961 -0.96248
4 C -0.54895 -3.49093 -1.31379
5 C -1.61576 -4.46719 -1.70647
6 C -0.83297 -2.13117 -1.31888
7 C 0.14093 -1.21341 -0.95649
8 N -0.07289 0.16954 -0.97156
9 C -1.22118 0.84640 -0.68710
10 S -2.56610 0.13107 -0.04553
11 N -1.22080 2.17678 -0.99796
12 C -2.09099 3.09056 -0.28824
13 C -1.23372 3.95921 0.67185
14 N 0.06207 3.33682 0.83913
15 C 0.13040 2.24075 1.64818
16 N -0.81311 2.12344 2.58615
17 C -0.73763 1.07847 3.38272
18 C 0.27513 0.13343 3.28281
19 C 1.21518 0.36110 2.29273
20 N 1.15582 1.39764 1.47455
21 C 0.83822 3.35101 -0.38044
22 C -0.06761 2.85802 -1.54303
23 C 1.42046 -1.65995 -0.62984
24 H 3.48486 -4.14267 -1.04179
25 H 3.04496 -4.08233 0.66075
26 H 3.77303 -2.66820 -0.10917
27 H 0.94668 -4.97655 -0.95431
28 H -1.80153 -4.40756 -2.77890
29 H -1.32248 -5.48561 -1.46436
30 H -2.54744 -4.23546 -1.19458
31 H -1.81660 -1.79436 -1.59996
32 H 0.78434 0.69342 -0.84239
33 H -2.62513 3.71575 -1.00944
34 H -2.81475 2.49472 0.26905
35 H -1.71044 4.03415 1.64705
36 H -1.07124 4.95961 0.26432
37 H -1.52433 0.99883 4.12192
38 H 0.32284 -0.72641 3.92786
39 H 2.04747 -0.31285 2.13131
40 H 1.70755 2.71078 -0.23054
41 H 1.17874 4.37336 -0.56782
42 H -0.45076 3.71351 -2.10750
43 H 0.46751 2.21263 -2.23992
44 H 2.18370 -0.93744 -0.37320

Entry 3:
The following is a DFT calculation (ωB97M-V/def2-TZVPD) of C4H6O2S in the gas phase.

Calculated values
electronic energy = -704.604642 Eh

Positions of all 13 atoms, in Å:
1 O -0.99334 -1.21395 0.28033
2 C -1.74956 -0.27431 0.30262
3 C -1.41370 1.10147 0.08250
4 C -0.12022 1.63522 0.19610
5 S 1.43726 1.02802 0.30947
6 C 1.79191 -0.74014 -0.43898
7 O 1.65341 -1.78197 0.40179
8 H -2.91464 -0.43114 0.48723
9 H -2.26506 1.70126 -0.11609
10 H -0.07058 2.73044 0.19033
11 H 2.86652 -0.59512 -0.80933
12 H 0.89510 -0.87142 -1.15935
13 H 0.88289 -2.28836 0.27339

Entry 4:
The following is a DFT calculation (ωB97M-V/def2-TZVPD) of a molecular structure, C4H11N2S.

Calculated values
net charge = +1
2S+1 = 3
electronic energy = -666.219470 Eh

Positions of all 18 atoms, in Å:
1 C -1.22836 1.90915 -0.05530
2 C -0.85363 0.68097 0.13893
3 C -2.03079 -1.39342 -0.31018
4 C 1.89811 -0.05490 0.60216
5 N -1.29720 -0.47239 0.54078
6 N 1.00615 0.55634 -0.36485
7 S 3.62992 -0.11078 -0.02494
8 H -0.62521 2.67264 -0.50656
9 H -2.21349 2.22059 0.26098
10 H -1.36845 -2.10203 -0.81004
11 H -2.73306 -1.94894 0.31014
12 H -2.58883 -0.83367 -1.05648
13 H 1.92496 0.55501 1.50451
14 H 1.57608 -1.06762 0.83893
15 H -0.92563 -0.86897 1.39813
16 H 1.29746 1.51192 -0.56704
17 H 1.00204 0.03518 -1.24331
18 H 3.52995 -1.28908 -0.65585